(1)
This record from the OMol25 dataset describes a molecular structure, C17H48AsBeF6O15 at a distorted geometry. The level of theory is ωB97M-V with the def2-TZVPD basis set.

```
88
Properties=species:S:1:pos:R:3:lowdin_charge:R:1
Be 3.17450 -0.28402 2.88339 1.20
As 0.20425 -0.74652 0.12340 0.82
F -0.85879 0.09928 1.22309 -0.22
F -0.88479 -0.64717 -1.21633 -0.22
F 1.29283 -1.62135 -0.91935 -0.22
F 1.41877 -0.80698 1.45561 -0.26
F -0.41176 -2.25168 0.68937 -0.20
F 0.85685 0.78700 -0.35360 -0.22
C 2.71784 -3.51444 2.15798 -0.06
O 2.93834 -2.56914 3.24117 -0.13
H 1.97166 -4.20064 2.56276 0.10
H 2.25411 -3.08958 1.27378 0.07
H 3.62676 -4.04448 1.88540 0.10
H 3.25954 -3.10215 3.97943 0.12
C 2.93150 -2.68451 -3.49688 -0.15
O 2.08613 -3.47113 -2.66443 -0.14
H 2.78325 -1.62360 -3.27365 0.06
H 3.96031 -3.03134 -3.40681 0.08
H 2.57751 -2.76849 -4.52695 0.08
H 1.67197 -2.89875 -2.01091 0.01
C 1.62218 2.35481 2.32823 -0.10
O 2.71261 1.70366 1.64932 -0.13
H 1.86246 3.40636 2.49479 0.10
H 0.74851 2.33314 1.67871 0.07
H 1.37204 1.96750 3.31661 0.09
H 3.09797 2.30298 0.99957 0.12
C -0.50628 -3.68624 3.94922 -0.18
O -1.44396 -3.18528 4.87104 -0.10
H -0.89253 -3.62132 2.92382 0.07
H 0.38600 -3.05705 3.94681 0.05
H -0.24323 -4.72937 4.15328 0.08
H -2.16353 -3.82315 4.89719 0.08
C -1.52514 -3.16210 -3.45213 -0.15
O -1.24798 -1.77936 -3.64890 -0.14
H -2.51016 -3.23202 -2.98075 0.08
H -1.57003 -3.68984 -4.40229 0.08
H -0.75939 -3.64451 -2.83835 0.07
H -1.43572 -1.35193 -2.80640 0.02
C 3.96790 -0.51350 -0.29854 -0.09
O 4.44543 -1.16234 0.91856 -0.13
H 3.82537 -1.30087 -1.03637 0.09
H 3.04507 0.02416 -0.12753 0.02
H 4.71826 0.19659 -0.64943 0.10
H 5.27501 -1.56408 0.63341 0.11
C -2.71906 0.95070 3.78988 -0.14
O -1.75026 -0.09445 3.78384 -0.12
H -3.39233 0.91813 2.92956 0.06
H -3.31407 0.91743 4.69916 0.09
H -2.23036 1.93344 3.74140 0.07
H -1.36368 0.03253 2.90879 0.01
C 2.26959 1.45473 -3.53693 -0.15
O 3.58174 1.32980 -4.06592 -0.12
H 1.86033 2.46122 -3.65769 0.07
H 1.62841 0.77816 -4.11002 0.09
H 2.22932 1.17205 -2.48637 0.05
H 3.65448 1.82733 -4.88401 0.08
C -2.56161 1.78017 -2.12732 -0.18
O -3.39158 2.22665 -3.17951 -0.09
H -2.55540 0.74318 -1.78428 0.04
H -1.51151 1.92997 -2.40516 0.07
H -2.85161 2.38450 -1.26561 0.08
H -2.94597 2.09206 -4.01972 0.08
C 0.56132 3.92659 -0.59142 -0.03
C 0.45988 5.15223 -1.47799 -0.30
C 1.70213 6.03544 -1.71381 -0.07
O 1.94889 5.95688 -3.12015 0.08
C 1.00461 5.18382 -3.70818 -0.59
O 0.84009 5.07703 -4.87738 0.18
O 0.19030 4.64594 -2.79303 0.07
H -0.41560 3.45404 -0.67362 0.08
H 0.73091 4.32010 0.41498 0.08
H 1.37475 3.26792 -0.89517 0.08
H -0.35388 5.80331 -1.15553 0.16
H 2.50350 5.65385 -1.08154 0.13
H 1.42724 7.06460 -1.49931 0.13
C -4.17416 -0.47478 0.43826 -0.02
C -4.79539 -1.55535 1.30518 -0.30
C -3.77408 -2.43494 2.01553 -0.11
O -4.10696 -2.38700 3.38229 0.06
C -5.09147 -1.49709 3.60783 -0.56
O -5.44286 -1.07686 4.65466 0.18
O -5.54162 -1.01787 2.40750 0.08
H -4.93536 0.10592 -0.08213 0.10
H -3.51091 -1.02687 -0.23051 0.08
H -3.60131 0.28945 0.96242 0.06
H -5.46563 -2.18271 0.71579 0.15
H -2.77160 -2.00161 1.95174 0.10
H -3.75087 -3.43613 1.58716 0.14
```

Summary:
energy relative to the best compared isomer or geometry (same formula, charge and spin) = 0.00 kcal/mol
HOMO level = -11.62 eV
molar mass = 690.5 g/mol
F_max = 0.0863 hartree/bohr
charge = +1

=====

(2)
This record from the OMol25 dataset describes 8 unconnected molecules or ions with the total composition C4H22N2O9 at a distorted geometry. The level of theory is ωB97M-V with the def2-TZVPD basis set.

```
37
Properties=species:S:1:pos:R:3:nbo_charge:R:1
N 0.08231 -2.15409 2.00109 -0.85
C -0.05576 -2.19107 0.62449 0.68
O 0.94311 -2.20964 -0.07642 -0.64
C -1.46495 -2.03500 0.11855 -0.52
C -1.70594 -0.76119 -0.74738 -0.15
N -1.33123 -0.96666 -2.12643 -0.86
C -3.16703 -0.46794 -0.46490 0.45
O -4.08668 -0.36031 -1.21849 -0.51
H 1.00822 -2.14157 2.43789 0.44
H -0.61083 -2.69344 2.49892 0.38
H -2.14872 -1.88387 0.95467 0.21
H -1.83053 -2.82467 -0.53977 0.26
H -1.16718 0.12694 -0.35216 0.21
H -0.35805 -0.87238 -2.35398 0.38
H -1.98957 -0.40519 -2.64709 0.40
H -3.35674 -0.51889 0.63782 0.09
O 1.00152 1.26575 -3.51209 -0.93
H 0.20338 0.86620 -3.14491 0.46
H 1.67186 0.93681 -2.90175 0.46
O 3.08003 3.04074 0.86348 -0.95
H 3.59471 2.31187 1.19393 0.48
H 2.47185 2.70136 0.20284 0.48
O 1.32582 0.66834 0.69090 -0.95
H 0.55934 0.12749 0.91101 0.48
H 1.42593 1.24241 1.45657 0.47
O -1.45812 2.37768 1.11256 -0.97
H -2.10292 1.80025 1.51591 0.48
H -1.17524 3.11810 1.64985 0.49
O 3.54938 -0.58601 0.19850 -0.95
H 4.11185 -1.14181 -0.36428 0.47
H 2.71547 -0.88349 -0.19698 0.50
O 2.59152 -1.01882 2.74183 -0.97
H 2.26605 -0.11800 2.70627 0.46
H 2.95096 -1.07755 1.82967 0.50
O -2.47353 2.05269 -2.17673 -0.97
H -1.76293 2.56510 -1.81348 0.49
H -3.30737 2.10989 -1.70994 0.49
```

Summary:
energy relative to the best compared isomer or geometry (same formula, charge and spin) = 54.50 kcal/mol
SMILES string = NC(=O)C[C@@H](N)C=O.O.O.O.O.O.O.O
HOMO level = -9.71 eV
molar mass = 242.2 g/mol
F_max = 0.0351 hartree/bohr

=====

(3)
This record from the OMol25 dataset describes 8 unconnected molecules or ions with the total composition C39H101N7O12 at a distorted geometry. The level of theory is ωB97M-V with the def2-TZVPD basis set.

```
159
Properties=species:S:1:pos:R:3:lowdin_charge:R:1
C 6.61285 2.61074 -1.02598 -0.09
O 5.65800 2.01904 -0.11871 -0.20
C 6.15237 1.67231 1.12892 -0.23
C 4.86456 1.25869 1.86238 -0.35
C 4.09004 2.50176 2.43513 -0.08
N 5.16138 0.56933 3.15816 0.01
H 6.34325 2.70213 -2.07815 0.08
H 7.54355 2.05413 -1.13592 0.08
H 6.95113 3.59348 -0.69751 0.08
H 6.73177 0.74985 1.09056 0.12
H 6.72949 2.48230 1.57495 0.13
H 4.29892 0.64459 1.16164 0.14
H 3.15488 2.30949 2.96106 0.07
H 3.82565 3.18535 1.62834 0.07
H 4.51667 3.09119 3.24670 0.07
H 4.88413 1.08365 3.98200 0.05
H 4.79971 -0.37145 3.22319 0.06
C -7.11374 -4.63495 -5.32360 -0.17
O -7.13865 -3.71022 -6.30593 -0.19
C -6.70084 -4.01100 -7.69903 -0.13
C -5.21969 -3.84784 -7.79327 -0.44
C -4.79164 -2.36753 -7.81729 -0.07
N -4.69988 -4.43515 -9.01253 0.03
H -7.75089 -4.29437 -4.50742 0.09
H -6.13796 -4.74527 -4.85056 0.08
H -7.53105 -5.58801 -5.64864 0.09
H -7.07666 -4.98556 -8.01062 0.12
H -7.23152 -3.26543 -8.29115 0.13
H -4.67153 -4.35181 -6.99727 0.13
H -5.10396 -1.77731 -6.95579 0.07
H -5.03971 -1.75710 -8.68559 0.07
H -3.70769 -2.32311 -7.92304 0.07
H -3.91964 -5.02546 -8.76182 0.07
H -5.38614 -4.96253 -9.53312 0.06
C 9.80260 -6.18760 -1.80432 -0.13
O 8.89222 -6.28263 -0.74976 -0.18
C 9.00835 -7.45181 -0.00364 -0.21
C 8.06956 -7.52151 1.21434 -0.43
C 6.59800 -7.86639 0.98297 -0.07
N 8.14440 -6.36778 2.11171 0.04
H 9.79468 -7.06055 -2.45700 0.09
H 10.85784 -6.09696 -1.54672 0.08
H 9.58491 -5.27667 -2.36191 0.09
H 8.74585 -8.30322 -0.63156 0.12
H 10.05085 -7.50452 0.31023 0.13
H 8.40917 -8.33153 1.85981 0.12
H 6.48245 -8.74208 0.34429 0.07
H 6.08410 -7.06281 0.45548 0.08
H 6.07322 -8.06107 1.91829 0.08
H 8.86944 -5.78891 1.71255 0.06
H 7.31486 -5.80296 1.99793 0.06
C -1.06329 3.91080 0.71954 -0.13
O -0.58317 2.96834 -0.23423 -0.19
C -1.69560 2.38095 -1.07722 -0.18
C -1.29078 1.06141 -1.64754 -0.24
N -0.08263 1.16041 -2.44446 -0.10
C 0.39199 -0.05566 -3.11491 -0.19
C 1.59100 0.30308 -3.98700 -0.17
O 2.45666 -0.87170 -4.20857 -0.22
C 3.72636 -0.87384 -3.57597 -0.12
H -1.50279 4.76060 0.19725 0.08
H -0.16162 4.28105 1.20741 0.08
H -1.68805 3.54045 1.53233 0.08
H -2.01360 3.04845 -1.87811 0.12
H -2.60964 2.12721 -0.54033 0.11
H -1.93098 0.61514 -2.40851 0.13
H -1.14381 0.42791 -0.77279 0.12
H 0.60868 1.53803 -1.81232 0.10
H -0.40629 -0.53299 -3.68323 0.12
H 0.60875 -0.68698 -2.25319 0.12
H 2.17277 1.09543 -3.51600 0.11
H 1.28621 0.68945 -4.95958 0.12
H 4.03726 -1.90271 -3.39467 0.08
H 3.59317 -0.59023 -2.53197 0.08
H 4.39064 -0.21271 -4.13251 0.09
C -10.76149 -9.71244 -4.24075 -0.15
O -9.51378 -9.72041 -4.83584 -0.16
C -9.36548 -10.93298 -5.56122 -0.26
C -8.06790 -10.94054 -6.29046 -0.19
N -6.89130 -10.74117 -5.39448 -0.08
C -5.57277 -10.67113 -5.94369 -0.22
C -4.54678 -10.19795 -4.87646 -0.18
O -4.82202 -8.79258 -4.69794 -0.20
C -3.88255 -8.12724 -3.90211 -0.13
H -10.88100 -8.74940 -3.74438 0.09
H -10.89035 -10.42429 -3.42542 0.09
H -11.61297 -9.66525 -4.91962 0.09
H -10.20097 -11.06590 -6.24852 0.12
H -9.45899 -11.83786 -4.96077 0.12
H -8.26021 -10.05446 -6.89541 0.11
H -7.82131 -11.80697 -6.90413 0.12
H -7.00347 -9.87588 -4.88577 0.10
H -5.61899 -9.96585 -6.77347 0.12
H -5.45436 -11.68691 -6.32087 0.12
H -3.57836 -10.40984 -5.32963 0.12
H -4.62835 -10.61283 -3.87181 0.13
H -3.07221 -8.79248 -3.60392 0.08
H -4.32153 -7.75787 -2.97531 0.08
H -3.42806 -7.22526 -4.31194 0.08
C 0.37256 2.32711 10.25902 -0.15
O 1.53630 1.67682 10.04314 -0.21
C 1.76109 0.53109 10.98799 -0.13
C 3.23694 0.51927 11.42001 -0.20
N 3.75062 1.57706 12.28074 -0.05
C 3.56005 1.39465 13.70168 -0.20
C 2.07364 1.39204 14.24162 -0.19
O 1.44194 2.54761 13.64506 -0.22
C 0.11533 2.64900 14.11514 -0.13
H 0.25917 3.16575 9.57206 0.10
H 0.43352 2.50371 11.33289 0.06
H -0.37002 1.53929 10.13242 0.09
H 1.50405 -0.42295 10.52773 0.12
H 1.21671 0.75900 11.90440 0.08
H 3.85547 0.38450 10.53268 0.11
H 3.44073 -0.45684 11.86022 0.12
H 3.47623 2.53182 12.09838 0.11
H 4.08297 2.21491 14.19343 0.11
H 4.09246 0.53540 14.10951 0.11
H 2.01168 1.35180 15.32911 0.11
H 1.44020 0.55645 13.94389 0.10
H 0.02128 3.73493 14.11144 0.09
H -0.00733 2.35039 15.15623 0.08
H -0.67923 2.14755 13.56258 0.09
C 0.22310 10.92292 -6.17644 -0.06
O 0.57071 9.52964 -5.77212 -0.25
C 0.02478 9.15681 -4.49666 -0.20
C 0.30394 7.61579 -4.35298 -0.17
N -0.72395 6.80262 -5.06768 -0.05
C -0.66399 7.02595 -6.48058 -0.24
C -1.66585 7.98703 -7.12682 -0.19
O -3.07058 7.73725 -7.06949 -0.20
C -3.59792 6.55505 -7.67916 -0.10
H -0.83605 11.08954 -6.37279 0.08
H 0.79922 11.31440 -7.01484 0.08
H 0.49662 11.52147 -5.30752 0.08
H -1.00617 9.49409 -4.38946 0.12
H 0.66867 9.63163 -3.75636 0.11
H 0.14637 7.18914 -3.36240 0.11
H 1.36794 7.43346 -4.50385 0.11
H -0.68635 5.81818 -4.84502 0.10
H -0.79904 6.08297 -7.01035 0.11
H 0.34718 7.24642 -6.82269 0.12
H -1.48409 7.89600 -8.19769 0.12
H -1.45914 8.99026 -6.75412 0.09
H -3.05283 5.74029 -7.20256 0.08
H -3.44719 6.63509 -8.75571 0.08
H -4.67003 6.36988 -7.61286 0.08
C 0.19423 10.35626 8.35848 -0.07
C 0.58597 11.47030 9.38841 -0.46
C -0.03637 11.24356 10.79645 -0.06
O 2.01744 11.65121 9.40953 -0.05
H 0.62781 9.42485 8.72260 0.07
H 0.41059 10.63532 7.32726 0.07
H -0.86590 10.10779 8.30872 0.07
H 0.08363 12.30121 8.89310 0.12
H -1.12532 11.29135 10.79910 0.07
H 0.35437 12.04692 11.42098 0.07
H 0.12144 10.28592 11.29256 0.07
H 2.30399 11.11041 10.14914 0.08
```

Summary:
energy relative to the best compared isomer or geometry (same formula, charge and spin) = 132.99 kcal/mol
SMILES string = COC[C@H](C)N.COC[C@H](C)N.COC[C@H](C)N.COCCNCCOC.COCCNCCOC.COCCNCCOC.COCCNCCOC.CC(C)O
HOMO level = -8.48 eV
molar mass = 860.3 g/mol
F_max = 0.0934 hartree/bohr

=====

Q: What is the F_max in the second record?
A: 0.0351 hartree/bohr

=====

Q: Look up the F_max of the third one.
A: 0.0934 hartree/bohr

=====

Q: Among the records above, which one has the highest energy relative to the best compared isomer or geometry (same formula, charge and spin)?
A: C39H101N7O12

=====

Q: HOMO level of number 3 (C39H101N7O12)?
A: -8.48 eV